Record 1
DFT (the ωB97M-V functional and the def2-TZVPD basis) results for a 2-piece molecular cluster, C8H8N4O4 overall in a non-equilibrium geometry.

CARTESIAN COORDINATES (ANGSTROEM)
O (-0.201, 0.357, 5.238)
C (-0.580, -0.023, 4.115)
C (-1.816, -0.662, 3.787)
C (-2.275, -0.864, 2.508)
N (-1.565, -0.408, 1.439)
C (-0.317, 0.253, 1.577)
O (0.254, 0.706, 0.625)
N (0.157, 0.151, 2.909)
H (-2.530, -0.898, 4.542)
H (-3.333, -1.210, 2.262)
H (-1.952, -0.562, 0.454)
H (1.155, 0.446, 3.072)
O (-1.444, -0.184, -3.541)
C (-0.274, 0.056, -3.098)
C (0.655, 1.010, -3.834)
C (1.864, 1.222, -3.368)
N (2.395, 0.445, -2.300)
C (1.598, -0.515, -1.671)
O (2.071, -1.235, -0.802)
N (0.310, -0.685, -2.096)
H (0.320, 1.324, -4.810)
H (2.531, 1.968, -3.707)
H (3.228, 0.578, -1.794)
H (-0.252, -1.270, -1.508)

As for the net charge: 0. The value obtained for the HOMO energy is -9.485 eV. For the total energy, the calculation gives -829.69616 a.u. The calculation puts the relative energy (zero: lowest compared OMol25 entry of this formula, charge and spin) at 1.748 eV. As for the spin multiplicity: 1. The SMILES is O=c1cc[nH]c(=O)[nH]1.O=c1cc[nH]c(=O)[nH]1.


Record 2
DFT (the ωB97M-V functional and the def2-TZVPD basis) results for a 2-piece molecular cluster, C8H8NO4S overall in a non-equilibrium geometry.

CARTESIAN COORDINATES (ANGSTROEM)
C (0.647, -1.701, 2.161)
C (0.642, -2.462, 0.991)
C (0.287, -0.390, 1.647)
C (0.317, -1.765, -0.106)
C (0.042, 0.730, -0.453)
C (-1.115, 1.146, -0.879)
C (2.295, 1.669, -0.846)
C (-2.520, 0.608, -0.616)
N (0.198, -0.463, 0.308)
O (2.162, 2.841, -0.872)
O (0.377, 0.710, 2.400)
O (0.315, -2.144, -1.445)
O (-1.185, 2.315, -1.691)
S (3.123, 0.315, -1.137)
H (0.937, -1.920, 3.165)
H (0.767, -3.542, 0.980)
H (-2.450, -0.020, 0.249)
H (-3.187, 1.466, -0.603)
H (-2.665, -0.063, -1.476)
H (0.427, 1.608, 1.796)
H (0.790, -1.487, -1.865)
H (-0.204, 2.550, -1.707)

As for the net charge: -1. The value obtained for the HOMO energy is -3.457 eV. For the total energy, the calculation gives -1063.50007 a.u. The calculation puts the relative energy (zero: lowest compared OMol25 entry of this formula, charge and spin) at 2.646 eV. As for the spin multiplicity: 1.


Record 3
DFT (the ωB97M-V functional and the def2-TZVPD basis) results for a single C8H8O5 molecule in a non-equilibrium geometry.

CARTESIAN COORDINATES (ANGSTROEM)
O (-1.897, 3.015, 1.148)
C (-1.568, 2.145, 0.463)
C (-0.961, 1.196, -0.184)
C (-0.768, 0.977, -1.675)
C (-0.458, -0.287, -1.742)
O (-0.183, -0.933, -0.552)
C (-0.679, -0.101, 0.491)
C (-1.864, -0.757, 1.155)
O (-2.398, -1.797, 0.359)
O (0.301, 0.099, 1.591)
C (1.570, 0.567, 1.318)
C (2.145, 0.712, 0.166)
O (3.426, 1.287, 0.212)
H (-1.126, 1.590, -2.471)
H (-0.079, -0.659, -2.646)
H (-1.395, -1.247, 2.057)
H (-2.690, -0.102, 1.545)
H (-1.584, -2.172, -0.029)
H (2.135, 0.741, 2.284)
H (1.641, 0.647, -0.855)
H (3.723, 1.143, 1.171)

As for the net charge: 0. The value obtained for the HOMO energy is -8.573 eV. For the total energy, the calculation gives -685.69486 a.u. The calculation puts the relative energy (zero: lowest compared OMol25 entry of this formula, charge and spin) at 4.477 eV. As for the spin multiplicity: 1. The SMILES is O=C=C1C=CO[C@@]1(CO)O/C=C/O.


Record 4
DFT (the ωB97M-V functional and the def2-TZVPD basis) results for a single C8H8O7 molecule in a non-equilibrium geometry.

CARTESIAN COORDINATES (ANGSTROEM)
C (2.761, -1.819, 2.668)
C (1.844, -1.506, 1.752)
C (0.814, -0.531, 1.964)
O (0.459, 0.052, 2.959)
O (0.260, -0.291, 0.718)
C (-0.602, 0.735, 0.452)
O (-0.164, 1.943, 1.022)
O (-1.860, 0.598, 0.931)
C (-0.546, 0.966, -1.043)
O (0.558, 0.576, -1.721)
C (0.374, 0.867, -3.056)
C (-0.848, 1.548, -3.220)
O (-1.304, 2.280, -4.273)
C (-1.440, 1.564, -1.896)
O (-2.691, 1.891, -1.516)
H (3.455, -2.673, 2.511)
H (3.102, -1.271, 3.587)
H (1.636, -2.023, 0.743)
H (-0.275, 1.880, 2.007)
H (-2.424, 1.057, 0.315)
H (1.294, 0.605, -3.566)
H (-0.673, 2.378, -5.028)
H (-2.828, 2.841, -1.653)

As for the net charge: 0. The value obtained for the HOMO energy is -8.640 eV. For the total energy, the calculation gives -836.24848 a.u. The calculation puts the relative energy (zero: lowest compared OMol25 entry of this formula, charge and spin) at 0.727 eV. As for the spin multiplicity: 1. The SMILES is C=CC(=O)OC(O)(O)c1occ(O)c1O.


> The lowest net charge belongs to which entry?

C8H8NO4S


> What is the formula in the third record?

C8H8O5


> What is the HOMO energy in the fourth record?

-8.640 eV


> Which value of net charge does entry 1 give?

0